The following is a DFT calculation (the ωB97M-V functional and the def2-TZVPD basis) of 8 unconnected molecules or ions with the total composition C16H42N7O8 in a non-equilibrium geometry.

Properties
Total energy: -44083.5992 eV
Net charge: +1
Molecular weight: 460.6 g mol⁻¹
HOMO energy: -11.963 eV

```
73
Properties=species:S:1:pos:R:3:mulliken_charge:R:1
N 0.06 -0.54 -0.28 0.684
H 1.03 -0.92 -0.46 0.271
H -0.22 0.00 -1.14 0.111
H 0.23 0.18 0.40 0.228
H -0.59 -1.23 -0.03 0.210
O 1.94 0.90 -1.59 -0.360
C 2.56 1.90 -1.30 0.701
O 2.37 3.13 -1.83 -0.372
C 1.32 3.28 -2.85 0.598
C 0.73 4.66 -2.67 -1.282
C 3.70 1.89 -0.34 -0.960
H 0.53 2.48 -2.78 -0.364
H 1.83 3.17 -3.82 0.277
H -0.10 4.86 -3.41 0.346
H 1.52 5.37 -2.90 0.367
H 0.33 4.84 -1.67 0.302
H 3.38 2.35 0.61 0.247
H 4.60 2.35 -0.82 0.381
H 3.94 0.90 0.00 0.123
O -1.30 -2.85 0.71 -0.910
C -1.59 -3.07 1.90 0.595
N -1.27 -4.19 2.49 -0.362
C -2.35 -2.07 2.76 -0.693
H -0.85 -4.93 1.98 0.243
H -1.63 -4.43 3.39 0.208
H -3.08 -1.56 2.18 0.064
H -1.61 -1.33 3.11 0.127
H -2.81 -2.56 3.57 0.503
O 2.65 -2.29 -0.98 -0.656
C 3.32 -2.97 -0.19 0.735
N 2.92 -4.16 0.33 -0.375
C 4.68 -2.49 0.08 -1.248
H 2.04 -4.62 0.11 0.239
H 3.54 -4.78 0.87 0.195
H 5.39 -3.32 -0.12 0.411
H 4.76 -2.31 1.13 0.360
H 4.92 -1.66 -0.52 0.270
O -1.35 1.11 1.92 -0.577
C -2.39 1.62 2.34 0.883
N -3.49 1.37 1.74 -0.142
C -2.49 2.58 3.50 -1.523
H -4.42 1.66 2.10 0.228
H -3.55 0.62 1.09 0.142
H -1.48 2.85 3.80 0.354
H -3.00 2.15 4.40 0.320
H -3.03 3.49 3.26 0.393
O 2.22 0.35 1.95 -0.425
C 2.03 0.62 3.12 0.453
N 0.85 0.98 3.70 -0.297
C 3.21 0.54 4.07 -1.152
H 0.97 1.32 4.61 0.230
H 0.06 1.30 3.13 0.224
H 4.07 1.00 3.61 0.285
H 3.36 -0.53 4.36 0.242
H 3.11 1.12 5.04 0.420
O -4.38 -0.42 -0.35 -0.763
C -4.13 -1.10 -1.37 0.777
N -3.38 -2.19 -1.33 -0.216
C -4.73 -0.71 -2.75 -1.094
H -2.79 -2.17 -0.46 0.068
H -3.11 -2.72 -2.11 0.227
H -4.79 0.37 -2.55 0.265
H -5.69 -1.16 -3.02 0.316
H -4.03 -0.96 -3.51 0.343
O -1.19 0.80 -2.42 -0.782
C -0.79 0.59 -3.53 0.707
N -1.15 1.35 -4.60 -0.377
C 0.23 -0.45 -3.84 -1.100
H -2.01 1.89 -4.48 0.291
H -0.87 0.97 -5.55 0.225
H 0.32 -0.52 -4.95 0.631
H -0.24 -1.41 -3.55 0.202
H 1.17 -0.30 -3.33 0.008
```

The following is a DFT calculation (the ωB97M-V functional and the def2-TZVPD basis) of a molecular structure, C16H43ClHgO6Si2 in a non-equilibrium geometry.

Properties
Total energy: -62014.9392 eV
Molecular weight: 623.7 g mol⁻¹
Energy relative to the best compared isomer or geometry (same formula, charge and spin): 335.8 kJ/mol
HOMO energy: -8.261 eV

```
69
Properties=species:S:1:pos:R:3:mulliken_charge:R:1
O -1.52 -2.20 -0.80 -0.466
O 0.82 1.86 -4.39 -0.377
C -0.52 -3.22 -1.25 -0.170
C -1.14 -4.61 -1.11 -1.160
H 0.36 -3.15 -0.59 0.174
H -0.14 -2.98 -2.26 0.412
H -1.25 -4.94 -0.06 0.257
H -0.48 -5.31 -1.65 0.383
H -2.13 -4.56 -1.58 0.269
C -1.79 -1.02 -1.60 0.837
C -1.59 -1.22 -3.08 -1.639
H -1.23 -0.12 -1.27 0.142
H -2.82 -0.79 -1.28 -0.395
H -0.61 -0.90 -3.42 0.318
H -2.33 -0.62 -3.62 0.411
H -1.76 -2.27 -3.30 0.529
C 0.38 2.64 -3.28 0.006
C 2.15 1.38 -4.16 0.211
C -1.05 3.09 -3.52 -1.207
H 1.05 3.52 -3.21 0.396
H 0.43 2.11 -2.31 0.101
H -1.15 3.46 -4.54 0.337
H -1.30 3.88 -2.81 0.387
H -1.76 2.27 -3.38 0.177
C 2.61 0.70 -5.42 -1.367
H 2.22 0.67 -3.30 -0.010
H 2.79 2.24 -3.92 0.384
H 1.95 -0.12 -5.71 0.290
H 3.62 0.31 -5.30 0.407
H 2.60 1.44 -6.22 0.314
H 2.52 0.04 0.66 0.380
Hg -0.92 -1.58 1.55 1.027
C 3.16 -0.18 -0.21 -1.164
Si 3.78 0.49 1.55 0.660
H 2.96 -1.21 -0.46 0.430
H 2.79 0.45 -1.01 0.058
C 5.48 -0.18 0.99 -1.139
C 3.27 -0.28 3.25 -0.870
C 3.07 2.28 1.53 -0.847
C -2.61 -1.78 2.89 -1.117
Si -3.50 -0.19 2.48 0.480
H -2.18 -1.88 3.90 0.429
H -3.11 -2.72 2.60 0.506
C -4.77 -0.70 1.19 -0.979
C -2.72 1.41 1.80 -0.535
C -4.12 0.22 4.20 -1.032
H 2.55 2.41 0.56 0.153
H 3.84 3.05 1.63 0.399
H 2.29 2.43 2.30 0.186
H 5.32 -1.28 0.95 0.322
H 6.39 -0.01 1.56 0.342
H 5.70 0.15 -0.04 0.301
H 2.28 -0.76 3.17 0.134
H 3.18 0.46 4.06 0.301
H 4.00 -1.00 3.64 0.355
H -2.48 1.37 0.73 0.264
H -1.79 1.68 2.34 0.030
H -3.43 2.24 1.93 0.348
H -4.86 1.03 4.22 0.332
H -3.26 0.51 4.83 0.270
H -4.57 -0.69 4.61 0.297
H -5.69 -0.10 1.29 0.352
H -5.02 -1.75 1.37 0.296
H -4.40 -0.60 0.16 0.175
O 1.23 1.63 5.16 -0.655
Cl 0.10 1.03 4.45 1.649
O -1.17 1.43 5.08 -0.691
O 0.09 1.49 3.02 -0.784
O 0.21 -0.45 4.44 -0.615
```

The following is a DFT calculation (the ωB97M-V functional and the def2-TZVPD basis) of a molecular structure, C16H43ClO6Si2Y in a non-equilibrium geometry.

Properties
Total energy: -58879.8534 eV
Net charge: +1
Molecular weight: 512.0 g mol⁻¹
Energy relative to the best compared isomer or geometry (same formula, charge and spin): 398.0 kJ/mol
HOMO energy: -10.131 eV

```
69
Properties=species:S:1:pos:R:3:mulliken_charge:R:1
O 0.37 0.32 -2.02 0.480
O -0.75 -1.67 -1.89 -0.346
C -0.29 1.68 -1.97 0.018
C 0.74 2.74 -1.90 -1.402
H -0.95 1.67 -1.08 0.160
H -0.88 1.70 -2.88 0.437
H 1.24 2.77 -0.93 0.148
H 0.27 3.70 -2.04 0.465
H 1.49 2.64 -2.68 0.346
C 1.86 0.21 -2.28 -0.160
C 1.87 0.14 -3.76 -0.984
H 2.16 -0.69 -1.71 -0.319
H 2.33 1.09 -1.83 0.703
H 1.21 -0.65 -4.11 0.092
H 2.88 -0.05 -4.08 0.482
H 1.53 1.09 -4.17 0.213
C -0.20 -3.05 -1.89 -0.355
C -1.83 -1.38 -2.88 -0.242
C 1.06 -3.12 -2.72 -1.196
H -0.96 -3.76 -2.28 0.414
H 0.00 -3.33 -0.85 0.355
H 0.86 -2.84 -3.75 0.274
H 1.47 -4.14 -2.75 0.479
H 1.85 -2.48 -2.30 0.205
C -1.39 -1.80 -4.24 -1.391
H -1.97 -0.30 -2.82 0.177
H -2.77 -1.83 -2.54 0.515
H -0.45 -1.35 -4.53 0.248
H -2.13 -1.47 -4.98 0.511
H -1.31 -2.87 -4.30 0.381
H -0.02 -0.60 -2.29 0.158
Y 1.12 -0.06 2.77 0.673
C -0.60 -0.64 1.28 -0.260
Si -2.37 -1.32 0.95 0.555
H -0.02 -1.43 0.72 0.223
H -0.46 0.13 0.51 -0.138
C -3.66 -0.26 0.01 -1.125
C -2.89 -1.32 2.77 -0.902
C -2.69 -3.09 0.35 -1.067
C 0.43 2.11 1.87 -0.225
Si 0.92 2.60 3.61 0.160
H -0.63 2.37 1.67 0.342
H 1.02 2.70 1.14 -0.273
C -0.19 1.58 4.74 -1.032
C 0.88 4.40 4.00 -1.191
C 2.67 1.90 3.84 -0.936
H -3.72 -3.38 0.64 0.454
H -2.02 -3.79 0.87 0.324
H -2.61 -3.30 -0.72 0.188
H -3.67 0.76 0.43 0.320
H -4.67 -0.68 0.19 0.395
H -3.54 -0.19 -1.08 0.288
H -2.40 -0.43 3.22 -0.001
H -2.50 -2.26 3.20 0.224
H -4.00 -1.25 2.80 0.345
H 0.12 4.90 3.39 0.321
H 1.85 4.85 3.79 0.333
H 0.64 4.54 5.05 0.362
H 3.36 2.25 3.07 0.336
H 2.84 0.80 3.97 0.457
H 2.96 2.34 4.80 0.443
H -0.12 2.13 5.70 0.374
H 0.10 0.53 4.96 0.429
H -1.24 1.61 4.41 0.307
O 4.03 -0.92 -0.13 -0.632
Cl 3.62 -0.29 1.08 1.814
O 4.66 0.47 1.71 -0.558
O 2.42 0.60 0.82 -0.433
O 3.07 -1.30 2.06 -0.757
```